Entry 1:
The following is a quantum chemistry calculation of a 2-piece molecular cluster, C5H8NO overall at a distorted geometry, from the OMol25 dataset.

The calculation puts the LUMO energy (spin up / spin down) at 4.18 / 4.22 eV. The calculation puts the energy above the lowest of the compared OMol25 structures with the same formula, charge and spin at 431.70 kJ/mol. Its charge is -1. For the HOMO-LUMO gap (spin up / spin down), the calculation gives 0.227 / 0.228 hartree.

The geometry in XYZ format:
```
15
C5H8NO | the OMol25 dataset | ωB97M-V/def2-TZVPD
C -1.7963 -2.0295 0.2120
C -1.1728 -1.0653 -0.0989
C -0.1632 0.9708 -1.1191
C 0.1914 0.4556 1.3289
C -0.2043 -0.0486 0.0213
N 1.7314 -1.1349 -0.6988
O 2.6918 -0.8043 0.1760
H -2.2906 -3.0404 0.1868
H -0.4545 1.9284 -0.7021
H 0.8867 1.2005 -1.4743
H -0.7278 0.5210 -1.9303
H 1.2907 0.6040 1.4592
H -0.0847 1.6004 1.4069
H -0.1534 -0.1203 2.1095
H 1.3803 -2.1390 -0.5447
```

Entry 2:
The following is a quantum chemistry calculation of an isolated ion of composition C5H8NO and charge +1 at a distorted geometry, from the OMol25 dataset.

Its structure (SMILES) is [NH3+][C@]12[C@@H]3[C@H]1CO[C@@H]32. The calculation puts the LUMO energy at -3.77 eV. The calculation puts the energy above the lowest of the compared OMol25 structures with the same formula, charge and spin at 346.32 kJ/mol. Its charge is +1. For the HOMO-LUMO gap, the calculation gives 0.354 hartree.

The geometry in XYZ format:
```
15
C5H8NO | the OMol25 dataset | ωB97M-V/def2-TZVPD
C -1.5155 0.1832 -0.9942
C -0.1191 0.5805 -0.6899
C 0.7853 -0.6930 -0.8019
C -0.2852 -1.4884 -0.1683
C 0.4026 -0.0805 0.5544
N 1.0857 0.7331 1.6640
O -1.5511 -1.1991 -0.5692
H -2.3485 0.5231 -0.3252
H -1.9013 0.3834 -1.9866
H 0.2613 1.5815 -1.0312
H 1.6924 -0.7909 -1.3533
H -0.0747 -2.4861 0.3510
H 1.0984 0.3433 2.5658
H 0.5147 1.5327 1.5824
H 1.9550 0.8771 1.2021
```

Entry 3:
The following is a quantum chemistry calculation of an isolated ion of composition C5H8NO and charge +1 at a distorted geometry, from the OMol25 dataset.

The calculation puts the LUMO energy (spin up / spin down) at -5.20 / -5.23 eV. The calculation puts the energy above the lowest of the compared OMol25 structures with the same formula, charge and spin at 546.60 kJ/mol. Its charge is +1. For the HOMO-LUMO gap (spin up / spin down), the calculation gives 0.301 / 0.300 hartree.

The geometry in XYZ format:
```
15
C5H8NO | the OMol25 dataset | ωB97M-V/def2-TZVPD
C -1.9503 0.3863 0.0447
C -2.6967 -0.5569 0.3981
C 0.3208 0.6930 -0.6153
C 0.4272 -0.6753 -0.0063
C 1.8528 -1.1189 0.2894
N -1.1139 1.1756 -0.3617
O 1.1767 1.6708 0.0436
H -3.1432 -1.2345 -0.3273
H -2.6499 -0.8831 1.4671
H 0.4570 0.7436 -1.6665
H 2.2679 -1.1310 -0.7814
H 1.9185 -2.1009 0.7990
H 2.5766 -0.4908 0.7155
H -1.1987 2.1873 -0.7238
H 1.7552 1.3349 0.7250
```

Entry 4:
The following is a quantum chemistry calculation of a 2-piece molecular cluster, C5H8NO overall at a distorted geometry, from the OMol25 dataset.

The calculation puts the LUMO energy at -6.79 eV. The calculation puts the energy above the lowest of the compared OMol25 structures with the same formula, charge and spin at 391.29 kJ/mol. Its charge is +1. For the HOMO-LUMO gap, the calculation gives 0.281 hartree.

The geometry in XYZ format:
```
15
C5H8NO | the OMol25 dataset | ωB97M-V/def2-TZVPD
C -1.6611 -0.7552 -0.3266
C -1.8763 -2.0167 -0.2940
C 2.3954 0.0191 0.3784
C -1.3646 0.4098 -0.0627
C -1.3767 1.8381 0.0343
N 1.2331 0.0331 -0.0623
O 3.3864 -0.4970 -0.2796
H -1.9950 -2.4466 0.6512
H -2.2929 -2.6088 -1.0777
H 2.5617 0.3033 1.3510
H -1.3959 2.0837 1.0750
H -2.3461 2.1885 -0.2274
H -0.6561 2.4913 -0.4260
H 1.2064 -0.4221 -0.9043
H 4.1817 -0.6205 0.1706
```

Entry 5:
The following is a quantum chemistry calculation of an isolated ion of composition C5H8NO and charge +1 at a distorted geometry, from the OMol25 dataset.

Its structure (SMILES) is C=[N+]1CC[C@H]2O[C@H]21. The calculation puts the LUMO energy (spin up / spin down) at -5.20 / -5.20 eV. The calculation puts the energy above the lowest of the compared OMol25 structures with the same formula, charge and spin at 340.15 kJ/mol. Its charge is +1. For the HOMO-LUMO gap (spin up / spin down), the calculation gives 0.314 / 0.314 hartree.

The geometry in XYZ format:
```
15
C5H8NO | the OMol25 dataset | ωB97M-V/def2-TZVPD
C 2.0105 0.8071 -0.1398
C -0.9388 -1.2164 -0.0898
C 0.2299 -0.8255 0.7773
C -1.6250 0.0508 -0.4886
C -0.2545 1.2012 -0.2216
N 0.8230 0.4122 0.1545
O -1.3899 0.9925 0.5140
H 2.2791 1.7712 -0.5453
H 2.7940 0.0590 -0.0475
H -0.6997 -1.7100 -0.9233
H -1.7855 -1.8548 0.4936
H -0.1794 -0.3784 1.8140
H 1.1009 -1.4452 0.7662
H -2.3131 0.1742 -1.1962
H -0.0516 1.9621 -0.8674
```

Entry 6:
The following is a quantum chemistry calculation of an isolated ion of composition C5H8NO2 and charge -1 at a distorted geometry, from the OMol25 dataset.

Its structure (SMILES) is O=C([O-])[C@@H]1CCCN1. The calculation puts the LUMO energy at 3.96 eV. The calculation puts the energy above the lowest of the compared OMol25 structures with the same formula, charge and spin at 70.30 kJ/mol. Its charge is -1. For the HOMO-LUMO gap, the calculation gives 0.259 hartree.

The geometry in XYZ format:
```
16
C5H8NO2 | the OMol25 dataset | ωB97M-V/def2-TZVPD
N -0.7789 -0.8052 -0.3969
C -1.1268 -0.3975 0.9781
C -0.4573 0.9550 1.2071
C 0.7463 0.9454 0.1849
C 0.2635 0.0431 -0.9794
C 1.3968 -1.0483 -1.4494
O 1.0133 -1.6109 -2.4957
O 2.3452 -1.1854 -0.6620
H -1.5895 -0.9826 -0.9598
H -2.2287 -0.2792 1.0741
H -0.8468 -1.2554 1.5840
H 0.0442 0.9366 2.1838
H -1.1824 1.7488 1.0426
H 1.5077 0.3841 0.7124
H 0.9525 1.9476 -0.1527
H -0.0590 0.6040 -1.8712
```

Entry 7:
The following is a quantum chemistry calculation of C5H8NO2 as an isolated structure at a distorted geometry, from the OMol25 dataset.

The calculation puts the LUMO energy (spin up / spin down) at 3.94 / 4.10 eV. The calculation puts the energy above the lowest of the compared OMol25 structures with the same formula, charge and spin at 706.63 kJ/mol. Its charge is -1. For the HOMO-LUMO gap (spin up / spin down), the calculation gives 0.200 / 0.245 hartree.

The geometry in XYZ format:
```
16
C5H8NO2 | the OMol25 dataset | ωB97M-V/def2-TZVPD
C 1.1092 -0.1377 1.0141
C -0.6998 0.6581 1.5557
C -0.4463 0.4883 -0.9750
C -0.2851 -0.3066 0.3886
C 0.6006 0.2977 -2.0400
N -0.8488 -1.7138 0.4804
O -2.1047 -1.8743 0.5300
O 0.5072 0.3518 2.1975
H 1.6433 -1.0321 1.1268
H 1.6549 0.6064 0.5688
H -0.5839 1.7078 1.2672
H -1.5070 0.4191 2.2704
H -1.4861 0.2332 -1.4116
H 0.0599 0.3217 -3.0664
H 0.9099 -0.8452 -2.0056
H 1.4767 0.8257 -1.9010
```

Entry 8:
The following is a quantum chemistry calculation of an isolated ion of composition C5H8NO2 and charge -1 at a distorted geometry, from the OMol25 dataset.

Its structure (SMILES) is O=C([O-])[C@@H]1CCCN1. The calculation puts the LUMO energy at 3.90 eV. The calculation puts the energy above the lowest of the compared OMol25 structures with the same formula, charge and spin at 42.76 kJ/mol. Its charge is -1. For the HOMO-LUMO gap, the calculation gives 0.270 hartree.

The geometry in XYZ format:
```
16
C5H8NO2 | the OMol25 dataset | ωB97M-V/def2-TZVPD
N -0.8138 0.5537 0.6742
C 0.1055 -0.1401 1.5968
C 1.3041 -0.5791 0.7586
C 0.7295 -0.5441 -0.6940
C -0.2830 0.5627 -0.7132
C -1.5281 0.3136 -1.6431
O -2.2620 1.3290 -1.6952
O -1.6298 -0.8038 -2.1753
H -1.0069 1.4840 0.9943
H 0.3165 0.5696 2.3874
H -0.4061 -1.0180 2.0306
H 1.6831 -1.5826 0.9371
H 2.0461 0.2220 0.8264
H 0.1550 -1.4515 -0.8638
H 1.5972 -0.4768 -1.3577
H -0.0074 1.5615 -1.0631
```

Q: Number 8 is which compound?
A: C5H8NO2